Entry i
This record from the OMol25 dataset describes the molecule C5H10OS. The level of theory is ωB97M-V/def2-TZVPD.

The geometry in XYZ format:
```
17
C5H10OS | the OMol25 dataset | ωB97M-V/def2-TZVPD
O 1.647 -1.263 1.942
C 1.533 -0.100 1.675
C 0.214 0.592 1.369
C 0.377 1.529 0.165
C 0.057 0.972 -1.217
S -1.500 0.043 -1.342
C -0.998 -1.671 -0.908
H 2.426 0.525 1.444
H -0.069 1.178 2.238
H -0.482 -0.221 1.190
H -0.206 2.429 0.354
H 1.409 1.898 0.186
H -0.083 1.800 -1.907
H 0.852 0.346 -1.617
H -1.026 -2.289 -1.795
H -0.008 -1.623 -0.468
H -1.785 -2.027 -0.252
```

As for the HOMO energy: -8.6 eV. As for the SMILES: CSCCCC=O. The value obtained for the LUMO energy is 0.8733 eV.

***

Entry ii
This record from the OMol25 dataset describes a cluster of 2 separate species, C5H10OS in total. The level of theory is ωB97M-V/def2-TZVPD.

The geometry in XYZ format:
```
17
C5H10OS | the OMol25 dataset | ωB97M-V/def2-TZVPD
C 1.750 0.394 0.043
C 1.221 -0.724 0.203
C 1.334 1.777 0.365
C 0.865 -2.006 0.135
C -1.987 0.218 -0.966
O -1.789 -1.280 1.353
S -1.897 0.297 0.827
H 2.705 0.402 -0.584
H 0.334 1.642 0.803
H 1.333 2.299 -0.509
H 2.061 2.291 0.970
H -0.907 -1.511 0.972
H 0.178 -2.403 -0.515
H 0.966 -2.466 1.102
H -2.810 -0.482 -1.481
H -0.994 0.298 -1.525
H -2.362 1.255 -1.193
```

As for the HOMO energy: -8.6 eV. As for the SMILES: C=C=CC.CSO. The value obtained for the LUMO energy is 0.6698 eV.

***

Entry iii
This record from the OMol25 dataset describes a structure of composition C5H10OS. The level of theory is ωB97M-V/def2-TZVPD.

The geometry in XYZ format:
```
17
C5H10OS | the OMol25 dataset | ωB97M-V/def2-TZVPD
C 1.374 -0.206 -0.894
C 0.753 0.533 -0.015
C 0.766 -0.893 -2.074
C 1.102 1.186 1.248
C -2.004 -0.708 1.007
O -1.947 1.861 0.436
S -1.622 0.593 -0.227
H 2.451 -0.355 -0.792
H 0.762 -1.973 -1.914
H 1.354 -0.694 -2.969
H -0.254 -0.557 -2.231
H 0.453 2.047 1.414
H 0.960 0.486 2.076
H 2.140 1.515 1.242
H -1.468 -1.611 0.745
H -3.079 -0.877 0.954
H -1.743 -0.349 1.994
```

As for the HOMO energy (spin up / spin down): -8.3 / -8.3 eV. The value obtained for the LUMO energy (spin up / spin down) is 0.4055 / 0.4054 eV.

***

Least stable: entry ii

***

Entry i
This record from the OMol25 dataset describes a cluster of 2 separate species, C5H10OS in total. The level of theory is ωB97M-V/def2-TZVPD.

The geometry in XYZ format:
```
17
C5H10OS | the OMol25 dataset | ωB97M-V/def2-TZVPD
C 1.929 1.289 0.453
C -0.977 0.247 0.046
C -0.798 -1.041 0.028
C -0.690 1.099 -1.200
C -1.019 -1.914 1.272
O 2.167 0.168 -1.820
S 2.387 -0.038 -0.401
H 2.260 1.348 1.436
H 1.547 2.117 -0.017
H -1.454 0.778 0.801
H -0.250 -1.547 -0.770
H 0.062 1.879 -1.218
H -1.672 1.437 -1.394
H -0.384 0.378 -2.014
H -0.988 -2.983 1.120
H -1.904 -1.514 1.685
H -0.215 -1.702 1.991
```

As for the HOMO energy: -9.1 eV. The value obtained for the LUMO energy is -0.2619 eV.

***

Entry ii
This record from the OMol25 dataset describes a cluster of 2 separate species, C5H10OS in total. The level of theory is ωB97M-V/def2-TZVPD.

The geometry in XYZ format:
```
17
C5H10OS | the OMol25 dataset | ωB97M-V/def2-TZVPD
C 1.125 0.337 -3.728
C 0.043 -0.470 0.185
C 0.574 0.348 2.538
C -1.788 0.286 1.529
C -0.350 -0.065 1.357
O 0.410 -2.087 -3.520
S 1.401 -1.103 -3.101
H 1.594 1.208 -3.508
H 0.266 0.293 -4.368
H -0.546 -0.393 -0.565
H 1.216 1.024 1.972
H 1.105 -0.499 3.010
H 0.217 0.796 3.457
H -1.876 1.290 1.994
H -2.264 -0.398 2.183
H -2.121 0.284 0.482
H 0.997 -0.848 0.084
```

As for the HOMO energy: -9.3 eV. The value obtained for the LUMO energy is -0.0644 eV.

***

Least stable: entry ii

***

Entry i
This record from the OMol25 dataset describes a cluster of 9 separate species, C26H74Cl4N13O11P3 in total. The level of theory is ωB97M-V/def2-TZVPD.

The geometry in XYZ format:
```
131
C26H74Cl4N13O11P3 | the OMol25 dataset | ωB97M-V/def2-TZVPD
O 1.090 2.042 -8.575
P 0.883 3.149 -7.633
N 2.041 3.213 -6.361
C 2.288 4.326 -5.350
C 2.696 1.942 -6.034
N -0.583 2.855 -6.656
C -1.048 1.429 -6.551
C -1.170 3.852 -5.753
N 0.707 4.671 -8.250
C 1.894 5.502 -8.616
C -0.411 4.979 -9.176
H 3.297 4.468 -4.965
H 1.581 4.361 -4.522
H 2.094 5.296 -5.810
H 3.538 2.142 -5.372
H 3.081 1.446 -6.925
H 1.967 1.279 -5.567
H -2.062 1.281 -6.923
H -0.358 0.750 -7.052
H -1.019 1.071 -5.522
H -0.635 3.784 -4.806
H -1.153 4.875 -6.128
H -2.217 3.603 -5.580
H 1.719 6.568 -8.758
H 2.591 5.584 -7.782
H 2.387 5.099 -9.500
H -1.243 4.322 -8.921
H -0.173 4.926 -10.238
H -0.833 5.977 -9.057
O -1.208 -6.067 1.277
P -1.730 -5.409 2.521
N -2.404 -3.774 2.225
C -1.496 -2.642 2.030
C -3.585 -3.767 1.327
N -0.454 -5.190 3.657
C 0.918 -5.493 3.273
C -0.625 -4.300 4.792
N -2.927 -6.202 3.454
C -2.716 -7.623 3.698
C -3.805 -5.515 4.481
H -0.752 -2.860 1.263
H -1.023 -2.547 3.008
H -2.015 -1.718 1.776
H -4.348 -4.449 1.704
H -3.328 -4.094 0.320
H -3.971 -2.748 1.312
H 1.426 -4.586 2.943
H 1.533 -5.950 4.049
H 0.922 -6.214 2.456
H 0.002 -3.414 4.695
H -1.661 -3.984 4.912
H -0.306 -4.734 5.740
H -3.487 -8.276 3.290
H -1.775 -8.049 3.349
H -2.771 -7.676 4.785
H -3.244 -5.107 5.321
H -4.511 -6.236 4.894
H -4.424 -4.740 4.029
O 0.955 -0.986 6.219
P 0.091 0.167 5.916
N -1.534 -0.103 6.225
C -1.971 -0.118 7.593
C -2.294 -1.005 5.362
N 0.165 0.754 4.302
C 1.479 0.756 3.639
C -0.802 1.573 3.684
N 0.453 1.619 6.777
C 1.862 2.061 6.984
C -0.469 2.786 6.822
H -1.072 -0.219 8.202
H -2.580 -0.992 7.825
H -2.500 0.824 7.736
H -1.855 -1.975 5.595
H -2.083 -0.841 4.306
H -3.363 -0.966 5.572
H 2.131 0.018 4.107
H 1.418 0.598 2.563
H 1.965 1.708 3.850
H -1.591 0.982 3.217
H -1.243 2.252 4.414
H -0.433 2.188 2.863
H 1.962 2.730 7.838
H 2.528 1.202 7.075
H 2.188 2.654 6.129
H -1.485 2.423 6.671
H -0.131 3.673 6.285
H -0.463 3.005 7.889
C -0.767 4.145 -0.137
N -1.046 5.610 0.131
O -1.766 5.960 1.018
O -0.417 6.394 -0.619
H 0.261 3.918 -0.423
H -1.461 3.739 -0.872
H -0.966 3.658 0.818
C 1.799 -5.064 -1.536
N 1.350 -3.777 -2.145
O 2.205 -2.897 -2.172
O 0.166 -3.628 -2.481
H 0.906 -5.629 -1.269
H 2.533 -4.866 -0.754
H 2.391 -5.526 -2.326
C 5.099 -1.064 0.420
N 5.152 -0.009 -0.656
O 6.111 0.705 -0.702
O 4.165 0.021 -1.406
H 4.049 -1.210 0.675
H 5.635 -0.767 1.321
H 5.501 -2.007 0.051
C 4.440 3.361 -2.344
N 3.139 3.290 -1.616
O 2.180 3.777 -2.174
O 3.075 2.597 -0.584
H 4.279 2.981 -3.353
H 5.184 2.765 -1.816
H 4.572 4.443 -2.306
Cl -1.014 0.537 0.237
C 0.608 0.092 -0.467
C 0.703 0.621 -1.937
Cl -0.682 -0.015 -2.855
H 0.719 -0.991 -0.403
H 1.314 0.606 0.186
H 1.634 0.276 -2.387
H 0.688 1.710 -1.898
Cl -5.313 -0.334 -1.633
C -3.668 -1.060 -1.746
C -3.665 -2.073 -2.910
Cl -3.813 -1.113 -4.410
H -3.656 -1.571 -0.783
H -2.905 -0.281 -1.754
H -4.459 -2.819 -2.935
H -2.777 -2.705 -2.910
```

As for the HOMO energy: -7.7 eV. As for the SMILES: CN(C)P(=O)(N(C)C)N(C)C.CN(C)P(=O)(N(C)C)N(C)C.CN(C)P(=O)(N(C)C)N(C)C.C[N+](=O)[O-].C[N+](=O)[O-].C[N+](=O)[O-].C[N+](=O)[O-].ClCCCl.ClCCCl. The value obtained for the LUMO energy is -0.3649 eV.

***

Entry ii
This record from the OMol25 dataset describes a cluster of 9 separate species, C26H74Cl4N13O11P3 in total. The level of theory is ωB97M-V/def2-TZVPD.

The geometry in XYZ format:
```
131
C26H74Cl4N13O11P3 | the OMol25 dataset | ωB97M-V/def2-TZVPD
O -3.583 -0.064 -1.267
P -3.938 0.177 0.139
N -2.836 -0.243 1.305
C -1.503 0.355 1.203
C -2.824 -1.572 1.931
N -5.360 -0.552 0.597
C -6.223 -1.104 -0.427
C -5.903 -0.654 1.939
N -4.119 1.817 0.383
C -4.379 2.313 1.711
C -4.835 2.515 -0.672
H -1.558 1.419 0.981
H -0.864 -0.177 0.488
H -1.002 0.260 2.176
H -2.322 -2.305 1.293
H -3.834 -1.901 2.150
H -2.375 -1.486 2.924
H -6.528 -2.125 -0.174
H -7.121 -0.496 -0.593
H -5.692 -1.113 -1.379
H -6.615 0.150 2.156
H -6.379 -1.628 2.066
H -5.138 -0.546 2.708
H -5.329 1.978 2.144
H -3.566 2.032 2.382
H -4.384 3.405 1.712
H -4.836 3.578 -0.435
H -5.893 2.205 -0.694
H -4.369 2.321 -1.632
O 0.575 4.535 1.033
P 2.013 4.326 1.212
N 2.382 2.734 1.391
C 3.674 2.121 1.098
C 1.478 1.947 2.231
N 2.580 5.108 2.560
C 3.921 4.843 3.056
C 2.018 6.388 2.921
N 3.035 4.778 -0.016
C 2.840 4.133 -1.313
C 3.391 6.178 -0.104
H 3.584 1.434 0.254
H 4.014 1.564 1.977
H 4.420 2.888 0.910
H 1.512 2.371 3.237
H 1.801 0.908 2.194
H 0.475 1.948 1.801
H 4.134 3.775 3.041
H 4.707 5.314 2.448
H 3.971 5.208 4.080
H 2.246 7.194 2.220
H 0.936 6.283 3.038
H 2.328 6.675 3.929
H 2.683 3.060 -1.235
H 2.013 4.563 -1.885
H 3.754 4.258 -1.898
H 4.097 6.449 0.684
H 2.535 6.864 -0.119
H 3.936 6.379 -1.030
O 1.788 2.842 -4.188
P 0.432 2.335 -3.927
N 0.324 0.693 -4.196
C -0.888 -0.080 -4.036
C 1.539 -0.080 -4.150
N -0.683 3.073 -4.899
C -2.124 2.961 -4.723
C -0.291 4.122 -5.831
N -0.188 2.506 -2.414
C -0.747 3.768 -1.966
C -0.044 1.496 -1.380
H -1.705 0.528 -3.649
H -0.726 -0.948 -3.391
H -1.270 -0.466 -4.996
H 2.347 0.454 -4.655
H 1.410 -1.038 -4.651
H 1.922 -0.226 -3.127
H -2.523 2.212 -5.415
H -2.350 2.654 -3.704
H -2.609 3.915 -4.932
H -0.872 4.054 -6.750
H -0.318 5.113 -5.362
H 0.757 3.988 -6.112
H -0.594 4.548 -2.715
H -1.840 3.694 -1.872
H -0.294 4.084 -1.026
H 0.784 1.865 -0.753
H 0.283 0.541 -1.778
H -0.942 1.389 -0.774
C -1.470 -7.324 -0.492
N -0.966 -6.317 0.481
O -1.752 -5.857 1.285
O 0.202 -6.019 0.415
H -1.145 -8.302 -0.153
H -0.950 -7.106 -1.419
H -2.540 -7.194 -0.551
C -3.434 -3.095 -1.544
N -1.959 -3.235 -1.518
O -1.475 -4.289 -1.897
O -1.342 -2.279 -1.116
H -3.788 -2.225 -2.085
H -3.679 -2.908 -0.497
H -3.855 -4.028 -1.894
C 3.143 -4.689 -2.390
N 4.585 -5.042 -2.556
O 4.857 -6.227 -2.656
O 5.391 -4.148 -2.513
H 3.020 -3.618 -2.515
H 2.909 -4.998 -1.381
H 2.584 -5.199 -3.165
C -0.510 -2.639 6.331
N -1.983 -2.669 6.576
O -2.699 -2.381 5.636
O -2.368 -2.949 7.686
H -0.140 -3.563 6.773
H -0.108 -1.807 6.899
H -0.360 -2.610 5.264
Cl 7.644 -4.787 2.166
C 6.796 -6.367 2.189
C 5.664 -6.435 1.202
Cl 4.479 -5.119 1.433
H 6.377 -6.423 3.190
H 7.533 -7.144 2.023
H 5.089 -7.329 1.454
H 5.926 -6.518 0.152
Cl 1.844 -1.207 0.133
C 1.579 -2.718 1.004
C 1.247 -2.487 2.448
Cl 2.627 -1.729 3.280
H 2.505 -3.290 0.916
H 0.842 -3.298 0.449
H 0.970 -3.394 2.983
H 0.385 -1.820 2.518
```

As for the HOMO energy: -8.1 eV. As for the SMILES: CN(C)P(=O)(N(C)C)N(C)C.CN(C)P(=O)(N(C)C)N(C)C.CN(C)P(=O)(N(C)C)N(C)C.C[N+](=O)[O-].C[N+](=O)[O-].C[N+](=O)[O-].C[N+](=O)[O-].ClCCCl.ClCCCl. The value obtained for the LUMO energy is -0.0740 eV.

***

Least stable: entry i

***

Entry i
This record from the OMol25 dataset describes the molecule C8H19P. The level of theory is ωB97M-V/def2-TZVPD.

The geometry in XYZ format:
```
28
C8H19P | the OMol25 dataset | ωB97M-V/def2-TZVPD
P 1.939 2.049 -2.352
C 2.345 -0.507 -0.044
C -1.034 -2.096 0.415
C -1.947 -0.477 1.939
C -2.167 -0.098 -0.652
C 1.607 1.790 -0.663
C 0.038 0.326 0.792
C 1.061 0.358 -0.411
C -1.298 -0.543 0.606
H 2.870 1.287 -2.994
H 1.089 2.910 -3.134
H 2.770 -0.959 -0.878
H 1.889 -1.304 0.617
H 3.116 0.086 0.505
H -0.553 -2.225 -0.486
H -0.470 -2.656 1.239
H -1.993 -2.607 0.465
H -2.327 0.583 2.060
H -2.765 -1.168 2.032
H -1.252 -0.653 2.683
H -3.121 -0.469 -0.564
H -2.398 1.013 -0.687
H -1.676 -0.424 -1.582
H 0.806 2.453 -0.414
H 2.480 2.085 -0.089
H -0.189 1.332 1.174
H 0.605 0.024 1.729
H 0.575 -0.108 -1.305
```

As for the HOMO energy: -7.2 eV. As for the SMILES: C[C@H](CP)CC(C)(C)C. The value obtained for the LUMO energy is 0.8660 eV.

***

Entry ii
This record from the OMol25 dataset describes a cluster of 2 separate species, C8H19P in total. The level of theory is ωB97M-V/def2-TZVPD.

The geometry in XYZ format:
```
28
C8H19P | the OMol25 dataset | ωB97M-V/def2-TZVPD
C 0.706 -1.050 -0.900
C -3.520 0.475 -1.243
C -3.453 1.634 1.033
C -2.881 -0.802 0.862
C 2.661 0.434 1.397
C 3.226 -1.967 -0.111
C 3.024 0.793 -1.409
C -3.157 0.360 0.268
P 2.190 -0.413 -0.247
H 0.559 -1.836 -0.230
H -4.434 -0.033 -1.501
H -2.595 0.045 -1.748
H -3.795 1.458 -1.604
H -3.480 2.488 0.322
H -2.795 1.922 1.871
H -4.444 1.688 1.478
H -0.263 -0.431 -1.070
H -2.876 -0.782 1.910
H -2.536 -1.701 0.393
H 2.140 1.356 1.524
H 2.267 -0.221 2.330
H 3.810 0.370 1.491
H 2.821 -2.337 0.818
H 2.892 -2.723 -0.808
H 4.282 -1.785 -0.152
H 3.875 0.364 -2.060
H 2.244 1.319 -1.928
H 3.534 1.372 -0.689
```

As for the HOMO energy: -7.3 eV. As for the SMILES: C=P(C)(C)C.C=C(C)C. The value obtained for the LUMO energy is 0.7267 eV.

***

Least stable: entry ii

***

Entry i
This record from the OMol25 dataset describes the molecule C7H7NO2S. The level of theory is ωB97M-V/def2-TZVPD.

The geometry in XYZ format:
```
18
C7H7NO2S | the OMol25 dataset | ωB97M-V/def2-TZVPD
C 2.896 0.115 -0.907
C 2.223 -1.095 -0.945
C 2.161 1.315 -0.612
C 0.832 -1.163 -0.731
C 0.815 1.207 -0.331
C 0.117 -0.047 -0.325
C -1.358 -0.126 0.000
N -2.202 0.555 0.648
O -3.305 0.160 3.067
O -4.103 -1.335 1.263
S -4.010 0.022 1.750
H 3.983 0.064 -1.188
H 2.681 -2.075 -1.037
H 2.487 2.356 -0.495
H 0.320 -2.208 -0.765
H 0.141 1.979 -0.070
H -1.881 -1.033 -0.509
H -1.795 1.307 1.187
```

As for the HOMO energy: -9.9 eV. The value obtained for the LUMO energy is -0.4481 eV.

***

Entry ii
This record from the OMol25 dataset describes the molecule C7H7NO2S. The level of theory is ωB97M-V/def2-TZVPD.

The geometry in XYZ format:
```
18
C7H7NO2S | the OMol25 dataset | ωB97M-V/def2-TZVPD
C 3.469 0.430 0.265
C 0.580 -3.315 -0.586
C 2.186 0.481 0.036
C 0.407 -2.206 -0.112
C 0.925 0.209 -0.180
C 0.145 -0.882 0.472
C -2.640 2.404 -0.416
N -1.889 1.480 -0.792
O -3.585 0.050 0.663
O -1.168 -0.438 0.773
S -2.416 -0.113 -0.153
H 3.833 -0.353 -0.342
H 0.874 -4.249 -0.791
H 0.436 0.805 -0.954
H 0.529 -0.906 1.454
H -3.354 2.215 0.365
H 3.969 0.979 1.027
H -2.300 3.409 -0.729
```

As for the HOMO energy: -9.5 eV. The value obtained for the LUMO energy is 0.7414 eV.

***

Entry iii
This record from the OMol25 dataset describes a cluster of 2 separate species, C7H7NO2S in total. The level of theory is ωB97M-V/def2-TZVPD.

The geometry in XYZ format:
```
18
C7H7NO2S | the OMol25 dataset | ωB97M-V/def2-TZVPD
C 2.543 -0.449 0.642
C 2.569 0.627 -0.232
C 1.333 -1.022 0.988
C 1.394 1.133 -0.749
C 0.146 -0.528 0.472
C 0.178 0.552 -0.398
C -2.545 -1.219 -0.867
N -2.194 0.872 -0.525
O -3.364 -1.723 -0.204
O -0.932 1.101 -0.995
S -2.453 1.115 1.119
H 3.464 -0.836 1.048
H 3.507 1.084 -0.510
H 1.305 -1.861 1.666
H 1.391 1.974 -1.423
H -0.793 -0.990 0.738
H -1.912 -1.535 -1.688
H -3.638 1.705 0.920
```

As for the HOMO energy: -8.1 eV. The value obtained for the LUMO energy is 0.4101 eV.

***

Least stable: entry ii